# C3H3FOS

An isolated molecule of C3H3FOS in a non-equilibrium geometry (ωB97M-V/def2-TZVPD, the OMol25 dataset).

Cartesian coordinates (Å):
O (-2.27, 0.64, -0.18)
C (-2.03, -0.52, -0.15)
S (-0.41, -1.26, 0.12)
C (0.56, 0.28, 0.19)
C (1.83, 0.38, 0.03)
F (2.70, -0.64, -0.29)
H (-2.80, -1.33, -0.40)
H (0.03, 1.15, 0.50)
H (2.39, 1.31, 0.18)

Output
* structure (SMILES): O=CS/C=C\F
* total energy: -18758.536 eV
* HOMO: -9.53 eV



# C18H48B3F12N3O6

A cluster of 6 separate species, C18H48B3F12N3O6 in total in a non-equilibrium geometry (ωB97M-V/def2-TZVPD, the OMol25 dataset).

Cartesian coordinates (Å):
C (-15.39, -14.14, -9.88)
O (-14.63, -14.85, -8.95)
C (-15.28, -14.90, -7.67)
C (-14.67, -16.02, -6.92)
N (-14.61, -17.21, -7.78)
H (-14.34, -16.86, -8.72)
H (-13.79, -17.80, -7.56)
C (-15.86, -18.00, -7.95)
C (-15.58, -19.13, -8.90)
O (-14.29, -19.59, -8.66)
C (-13.76, -20.29, -9.76)
H (-16.26, -14.65, -10.30)
H (-14.79, -13.91, -10.76)
H (-15.65, -13.19, -9.40)
H (-16.35, -15.10, -7.83)
H (-15.11, -13.95, -7.17)
H (-15.11, -16.31, -5.96)
H (-13.66, -15.77, -6.60)
H (-16.65, -17.29, -8.18)
H (-16.13, -18.38, -6.96)
H (-15.72, -18.81, -9.94)
H (-16.34, -19.91, -8.80)
H (-14.42, -21.10, -10.09)
H (-12.87, -20.82, -9.42)
H (-13.53, -19.62, -10.60)
C (-10.45, -13.14, -14.34)
O (-10.93, -13.24, -13.01)
C (-11.28, -14.56, -12.59)
C (-12.24, -14.41, -11.45)
N (-11.61, -13.45, -10.46)
H (-11.10, -14.00, -9.73)
H (-10.84, -13.08, -11.06)
C (-12.41, -12.28, -10.04)
C (-12.74, -11.31, -11.09)
O (-13.54, -11.94, -12.07)
C (-13.74, -11.15, -13.18)
H (-10.63, -12.11, -14.63)
H (-10.96, -13.81, -15.04)
H (-9.38, -13.37, -14.38)
H (-10.35, -15.10, -12.42)
H (-11.85, -15.01, -13.41)
H (-12.29, -15.34, -10.89)
H (-13.19, -14.13, -11.86)
H (-11.85, -11.84, -9.22)
H (-13.30, -12.59, -9.49)
H (-11.85, -10.85, -11.56)
H (-13.26, -10.46, -10.62)
H (-14.25, -10.19, -13.03)
H (-14.28, -11.71, -13.95)
H (-12.76, -10.92, -13.62)
C (-7.31, -14.95, -2.61)
O (-8.24, -15.21, -3.62)
C (-7.68, -15.96, -4.69)
C (-8.74, -16.13, -5.72)
N (-9.84, -17.02, -5.29)
H (-10.61, -16.55, -4.78)
H (-10.34, -17.32, -6.14)
C (-9.52, -18.33, -4.63)
C (-9.12, -19.39, -5.63)
O (-7.70, -19.36, -5.83)
C (-7.13, -20.61, -6.06)
H (-6.85, -15.89, -2.25)
H (-7.80, -14.42, -1.81)
H (-6.48, -14.34, -3.00)
H (-7.18, -16.88, -4.37)
H (-6.89, -15.32, -5.12)
H (-8.37, -16.56, -6.65)
H (-9.21, -15.20, -6.01)
H (-10.45, -18.63, -4.16)
H (-8.74, -18.15, -3.90)
H (-9.65, -19.25, -6.58)
H (-9.44, -20.36, -5.23)
H (-7.46, -21.12, -6.97)
H (-7.25, -21.27, -5.18)
H (-6.05, -20.51, -6.20)
B (-12.79, -16.87, -3.82)
F (-12.50, -17.87, -4.83)
F (-12.27, -17.25, -2.58)
F (-12.19, -15.64, -4.24)
F (-14.21, -16.77, -3.78)
B (-11.54, -17.21, -9.07)
F (-12.72, -17.21, -9.85)
F (-10.86, -15.97, -9.06)
F (-11.96, -17.48, -7.67)
F (-10.58, -18.19, -9.39)
B (-8.81, -13.10, -9.40)
F (-9.22, -11.74, -9.50)
F (-8.97, -13.80, -10.64)
F (-7.44, -13.16, -9.01)
F (-9.66, -13.73, -8.44)

Output
* total energy: -70855.002 eV
* HOMO: -10.02 eV



# C8H19EuN2OP

A structure of composition C8H19EuN2OP in a non-equilibrium geometry (ωB97M-V/def2-TZVPD, the OMol25 dataset).

Cartesian coordinates (Å):
Eu (-0.19, 0.56, 0.28)
H (0.99, 2.68, 0.00)
H (0.94, 2.47, -0.75)
P (-0.50, -1.02, -2.61)
C (0.86, -1.88, -3.39)
H (0.68, -2.04, -4.46)
H (1.78, -1.29, -3.27)
H (1.00, -2.85, -2.89)
C (-2.08, -1.80, -3.00)
H (-2.90, -1.21, -2.57)
H (-2.23, -1.87, -4.09)
H (-2.10, -2.81, -2.57)
C (-0.54, 0.70, -3.20)
H (0.45, 1.18, -3.06)
H (-0.78, 0.69, -4.27)
H (-1.31, 1.28, -2.66)
C (1.99, -0.94, 0.07)
O (2.94, -1.60, 0.03)
H (-2.14, 0.45, -0.22)
H (-0.27, -1.25, -1.21)
C (-0.73, 2.29, 2.88)
C (0.05, 1.09, 3.30)
N (0.38, 0.01, 2.60)
C (1.11, -0.84, 3.47)
C (1.23, -0.21, 4.67)
N (0.56, 1.00, 4.54)
H (-1.47, 2.51, 3.66)
H (-0.06, 3.16, 2.78)
H (-1.31, 2.13, 1.95)
H (1.47, -1.80, 3.13)
H (1.72, -0.52, 5.58)
H (0.44, 1.72, 5.26)

Output
* 2S+1: 8
* total energy: -42242.122 eV
* HOMO (spin up / spin down): -3.18 / -3.02 eV



# C3H11NO2

A cluster of 3 separate species, C3H11NO2 in total in a non-equilibrium geometry (ωB97M-V/def2-TZVPD, the OMol25 dataset).

Cartesian coordinates (Å):
C (-2.40, 0.14, -0.30)
C (-1.89, -0.04, 1.13)
C (0.16, -0.69, 2.04)
N (-0.47, 0.19, 1.35)
H (-3.53, 0.19, -0.33)
H (-2.12, -0.75, -0.96)
H (-2.05, 1.10, -0.61)
H (-2.36, 0.72, 1.83)
H (-2.18, -1.08, 1.44)
H (-0.52, -1.49, 2.61)
H (1.11, -0.41, 2.33)
H (0.08, 3.54, -0.07)
H (-0.19, 2.09, 0.53)
O (-0.09, 2.62, -0.28)
H (4.62, -1.69, -3.54)
H (4.25, -3.11, -3.29)
O (3.96, -2.23, -3.04)

Output
* net charge: -1
* 2S+1: 2
* total energy: -8871.883 eV
* HOMO (spin up / spin down): 1.01 / -3.64 eV



# C6H10O2

An isolated molecule of C6H10O2 in a non-equilibrium geometry (ωB97M-V/def2-TZVPD, the OMol25 dataset).

Cartesian coordinates (Å):
C (-0.49, 1.95, 0.55)
O (-0.67, 0.87, -0.33)
C (0.57, 0.10, -0.13)
C (-0.13, -0.69, 1.04)
C (-1.18, -1.57, 0.19)
O (-0.61, -1.53, -1.19)
C (0.70, -0.92, -1.07)
C (1.46, 0.41, -1.30)
H (0.41, 2.47, 0.06)
H (-0.04, 1.64, 1.60)
H (-1.28, 2.61, 0.34)
H (-0.45, 0.06, 1.80)
H (0.37, -1.42, 1.67)
H (-1.29, -2.57, 0.41)
H (-2.16, -1.13, 0.31)
H (1.61, -1.59, -0.52)
H (2.39, 0.03, -1.54)
H (0.80, 1.26, -1.87)

Output
* structure (SMILES): CO[C@@]12CCO[C@H]1C2
* total energy: -10471.490 eV
* HOMO: -9.27 eV



# C31H34ClN5O4V

A structure of composition C31H34ClN5O4V (ωB97M-V/def2-TZVPD, the OMol25 dataset).

Cartesian coordinates (Å):
V (-1.85, 1.30, 0.16)
C (-2.73, 3.41, -5.09)
O (-2.41, 2.74, -3.86)
C (-1.97, 1.49, -3.92)
C (-1.69, 0.76, -5.09)
C (-1.22, -0.54, -5.03)
C (-1.00, -1.17, -3.82)
C (-1.26, -0.48, -2.64)
C (-1.05, -1.11, -1.37)
N (-1.23, -0.54, -0.22)
N (-1.06, -1.36, 0.90)
C (-1.57, -0.77, 1.92)
O (-2.10, 0.47, 1.70)
C (-1.64, -1.32, 3.26)
C (-1.21, -2.63, 3.48)
C (-1.32, -3.18, 4.74)
C (-1.83, -2.41, 5.79)
C (-2.25, -1.10, 5.57)
C (-2.15, -0.55, 4.31)
C (-1.75, 0.83, -2.71)
O (-1.97, 1.49, -1.54)
H (-1.83, 3.55, -5.70)
H (-3.12, 4.38, -4.80)
H (-3.49, 2.85, -5.64)
H (-1.86, 1.22, -6.05)
H (-1.03, -1.07, -5.96)
H (-0.63, -2.19, -3.78)
H (-0.74, -2.15, -1.35)
H (-0.82, -3.22, 2.66)
H (-1.00, -4.19, 4.92)
H (-1.90, -2.84, 6.78)
H (-2.64, -0.52, 6.39)
H (-2.48, 0.46, 4.13)
C (1.18, 5.51, 5.49)
C (1.72, 5.33, 4.06)
C (0.55, 5.58, 3.10)
C (2.80, 6.39, 3.79)
C (2.29, 3.89, 3.89)
O (1.29, 2.94, 4.28)
C (3.62, 3.71, 4.67)
C (4.08, 2.29, 5.01)
C (3.20, 1.54, 5.99)
C (2.77, 0.23, 5.72)
C (1.88, -0.41, 6.57)
C (1.41, 0.25, 7.69)
Cl (0.25, -0.53, 8.72)
C (1.84, 1.52, 8.00)
C (2.74, 2.15, 7.15)
C (2.64, 3.53, 2.43)
N (1.51, 3.17, 1.55)
C (0.52, 2.31, 1.69)
N (-0.26, 2.38, 0.58)
C (0.37, 3.32, -0.21)
N (1.43, 3.80, 0.35)
H (0.82, 6.53, 5.61)
H (1.93, 5.34, 6.26)
H (0.33, 4.85, 5.67)
H (0.10, 6.54, 3.33)
H (-0.23, 4.82, 3.22)
H (0.86, 5.62, 2.06)
H (2.35, 7.38, 3.83)
H (3.25, 6.28, 2.80)
H (3.60, 6.37, 4.53)
H (1.36, 2.77, 5.23)
H (3.59, 4.29, 5.59)
H (4.40, 4.18, 4.07)
H (5.08, 2.37, 5.44)
H (4.20, 1.68, 4.11)
H (3.14, -0.27, 4.83)
H (1.55, -1.42, 6.35)
H (1.49, 2.02, 8.89)
H (3.07, 3.15, 7.41)
H (3.30, 2.66, 2.45)
H (3.13, 4.34, 1.91)
H (0.37, 1.70, 2.56)
H (0.02, 3.64, -1.18)

Output
* net charge: +2
* 2S+1: 2
* total energy: -86535.268 eV
* HOMO (spin up / spin down): -12.92 / -12.92 eV